ORCA calculation (ωB97M-V/def2-TZVPD) on a molecular structure, C47H38N3O6RuS5.

Each line ends with the Mulliken spin population.
CARTESIAN COORDINATES (ANGSTROEM)
Ru 1.658 -0.930 0.336  0.814
O 2.604 1.038 -4.795  0.000
C 1.583 0.304 -5.252  0.001
C 1.073 0.587 -6.524  0.000
C 0.011 -0.140 -7.027  0.000
C -0.565 -1.163 -6.278  0.000
C -0.061 -1.440 -5.017  0.000
C 1.012 -0.730 -4.489  0.000
C 1.562 -1.009 -3.114  -0.003
O 2.434 -0.241 -2.658  0.004
N 1.077 -2.123 -2.555  -0.001
N 1.378 -2.315 -1.252  -0.008
C 1.378 -3.541 -0.837  -0.006
C 1.672 -3.803 0.568  0.008
C 1.690 -5.090 1.096  -0.005
C 1.894 -5.255 2.453  0.005
C 2.056 -4.131 3.251  -0.006
C 2.056 -2.882 2.654  0.015
N 1.912 -2.729 1.343  -0.016
H 2.746 0.717 -3.849  0.000
H 1.525 1.393 -7.088  0.000
H -0.385 0.102 -8.008  0.000
H -1.394 -1.736 -6.674  0.000
H -0.498 -2.213 -4.400  0.000
H 1.187 -4.349 -1.536  -0.001
H 1.538 -5.933 0.434  0.000
H 1.912 -6.247 2.888  0.000
H 2.202 -4.211 4.319  0.000
H 2.205 -1.970 3.218  -0.002
S 8.760 0.372 2.526  0.000
C 7.206 0.042 1.994  0.000
S 6.837 -1.003 0.695  0.000
C 5.090 -0.906 0.740  -0.006
C 4.604 -0.091 1.701  0.008
S 2.934 0.248 2.063  0.005
S 5.796 0.720 2.686  0.000
S 4.143 -1.822 -0.392  0.051
C -4.313 2.011 0.720  0.000
C -3.033 2.240 1.514  0.000
C -3.216 3.336 2.551  0.000
O -2.625 1.038 2.158  0.001
C -1.382 0.586 1.602  -0.024
C -1.239 1.427 0.339  0.015
O -1.990 2.611 0.646  0.000
C 0.169 1.784 -0.158  -0.012
O 0.740 0.599 -0.573  0.110
C 1.056 2.584 0.795  -0.010
C 0.667 3.144 2.001  -0.001
C 1.557 3.909 2.752  0.001
C 2.834 4.158 2.282  -0.002
C 3.225 3.624 1.059  0.002
C 2.350 2.836 0.338  0.003
C -0.070 2.669 -1.408  0.021
C -0.130 4.057 -1.368  -0.002
C -0.306 4.789 -2.534  0.001
C -0.432 4.143 -3.757  -0.001
C -0.406 2.756 -3.800  0.001
C -0.227 2.029 -2.632  0.000
C -1.393 -0.950 1.400  0.001
O -0.129 -1.435 1.147  0.015
C -1.751 -1.632 2.744  0.002
C -2.548 -2.766 2.831  0.003
C -2.671 -3.472 4.024  0.001
C -1.987 -3.062 5.155  -0.001
C -1.171 -1.939 5.078  0.000
C -1.052 -1.243 3.889  -0.001
C -2.394 -1.328 0.301  0.013
C -3.772 -1.220 0.483  -0.002
C -4.654 -1.587 -0.523  0.001
C -4.173 -2.070 -1.732  0.000
C -2.803 -2.165 -1.927  0.000
C -1.924 -1.796 -0.919  0.000
H -5.095 1.610 1.368  0.000
H -4.130 1.303 -0.086  0.000
H -4.643 2.957 0.288  0.000
H -4.095 3.132 3.163  0.000
H -3.331 4.297 2.049  0.000
H -2.342 3.380 3.200  0.000
H -0.568 0.805 2.296  0.007
H -1.706 0.893 -0.496  -0.004
H -0.345 3.022 2.357  0.000
H 1.241 4.312 3.707  0.000
H 3.525 4.757 2.863  0.000
H 4.224 3.801 0.681  0.000
H 2.655 2.400 -0.607  0.003
H -0.034 4.572 -0.420  0.001
H -0.327 5.872 -2.487  0.000
H -0.534 4.717 -4.671  0.000
H -0.506 2.234 -4.744  0.000
H -0.180 0.949 -2.656  -0.005
H -3.072 -3.122 1.955  0.000
H -3.302 -4.352 4.058  0.000
H -2.071 -3.619 6.081  0.000
H -0.612 -1.613 5.947  0.000
H -0.382 -0.395 3.845  -0.001
H -4.152 -0.849 1.426  0.000
H -5.723 -1.495 -0.361  0.000
H -4.862 -2.371 -2.513  0.000
H -2.409 -2.527 -2.869  0.000
H -0.860 -1.854 -1.071  0.006

Values from the calculation:
Lowest unoccupied orbital energy (spin up / spin down) (eV): 4.09 / 4.09
Gap between HOMO and LUMO (spin up / spin down) (eV): 5.616 / 5.643
ΔE to the lowest compared entry with this formula, charge and spin (kJ/mol): 0.0
F_max (eV Å⁻¹): 2.07
Electronic energy (Ha): -4515.47907
⟨S²⟩: 0.76
Net charge: -2
Multiplicity: 2